Record 1
28
Properties=species:S:1:pos:R:3 method="wB97M-V/def2-TZVPD" smiles="CC#[N+][O-].CCB(O)CC.N=C=O" total_charge=0
C -5.062 -2.414 -0.480
C -3.653 -2.057 -0.427
N -2.775 -2.324 0.263
O -1.714 -2.162 0.848
H -5.527 -1.960 -1.417
H -5.101 -3.533 -0.587
H -5.442 -1.975 0.467
C 2.324 -1.239 -1.084
C 3.078 -0.542 0.082
B 2.307 0.729 0.485
O 1.196 0.604 1.178
C 2.546 2.163 -0.247
C 2.335 3.412 0.593
H 2.228 -0.442 -1.864
H 2.937 -2.070 -1.327
H 1.387 -1.455 -0.765
H 3.413 -1.198 0.878
H 4.035 -0.398 -0.317
H 0.641 1.263 0.961
H 1.873 2.191 -1.040
H 3.600 2.230 -0.657
H 1.332 3.654 0.641
H 2.737 3.272 1.582
H 2.820 4.352 0.143
N -3.253 -0.081 1.212
C -2.840 0.231 0.098
O -2.432 0.651 -0.904
H -2.991 -0.904 1.684

***

Record 2
10
Properties=species:S:1:pos:R:3 method="wB97M-V/def2-TZVPD" smiles="[H]/N=C(/N)NO" total_charge=0
H -0.096 2.141 -0.619
N -0.136 1.259 -1.260
C -0.190 0.299 -0.489
N 0.234 -1.039 -1.053
N -0.308 0.441 0.990
O -0.355 -0.599 1.852
H 0.021 -1.199 -2.122
H -0.125 -1.871 -0.539
H 0.203 1.290 1.139
H 0.751 -0.722 2.102

***

Record 3
27
Properties=species:S:1:pos:R:3 method="wB97M-V/def2-TZVPD" smiles=CC#N.CC#N.CC#N.CCO total_charge=0
C 0.436 1.762 3.614
C 0.820 1.123 2.414
N 0.969 0.498 1.430
H 0.603 1.140 4.443
H 1.108 2.601 3.747
H -0.622 1.945 3.378
C -1.928 1.856 -0.139
C -2.949 1.265 0.812
N -3.727 0.817 1.521
H -1.403 1.094 -0.624
H -2.359 2.405 -1.025
H -1.167 1.971 0.553
C -1.255 -2.533 -0.776
C -2.126 -3.725 -1.194
N -2.839 -4.597 -1.512
H -1.969 -1.905 -0.121
H -0.412 -2.991 -0.102
H -1.146 -1.699 -1.297
C 3.089 0.152 -1.665
C 1.764 -0.623 -2.086
O 0.665 0.043 -1.359
H 3.951 -0.419 -2.005
H 2.925 0.590 -0.592
H 2.906 1.185 -1.822
H 2.059 -1.655 -1.914
H 1.713 -0.508 -3.134
H 0.903 0.203 -0.543

***

Record 4
300
Properties=species:S:1:pos:R:3 method="wB97M-V/def2-TZVPD" smiles=CC1(C)CCCC(C)(C)N1O.CC1(C)CCCC(C)(C)N1O.CC1(C)CCCC(C)(C)N1O.CC1(C)CCCC(C)(C)N1O.CC1(C)CCCC(C)(C)N1O.CC1(C)CCCC(C)(C)N1O.CC1(C)CCCC(C)(C)N1O.CC1(C)CCCC(C)(C)N1O.CC1(C)CCCC(C)(C)N1O.CC1(C)CCCC(C)(C)N1O total_charge=0
C 0.852 1.904 -0.072
C 0.627 0.355 -0.097
C 1.941 -0.485 -0.496
C 0.278 -0.131 1.385
C -0.692 -1.258 1.535
C -1.976 -1.032 0.690
C -1.739 -0.823 -0.799
C -1.397 -2.189 -1.446
C -2.997 -0.139 -1.393
N -0.539 0.115 -1.014
O -0.356 0.743 -2.240
H 1.153 2.306 0.896
H 1.638 2.235 -0.750
H -0.065 2.319 -0.489
H 2.857 -0.101 -0.046
H 1.710 -1.480 -0.116
H 1.924 -0.574 -1.582
H 1.135 -0.284 2.041
H -0.202 0.657 1.965
H -0.051 -2.045 1.138
H -0.924 -1.513 2.569
H -2.502 -0.209 1.174
H -2.658 -1.861 0.876
H -0.369 -2.493 -1.251
H -1.615 -2.291 -2.509
H -1.930 -2.900 -0.815
H -3.356 0.574 -0.651
H -3.690 -0.938 -1.658
H -2.853 0.475 -2.282
H 0.348 0.188 -2.582
C 6.315 0.885 -1.141
C 7.509 1.337 -0.308
C 8.774 0.538 -0.798
C 7.675 2.960 -0.502
C 8.574 3.707 0.413
C 7.922 3.504 1.850
C 7.759 1.965 2.273
C 9.128 1.486 2.817
C 6.738 1.978 3.426
N 7.247 1.114 1.162
O 7.218 -0.216 1.511
H 6.093 -0.146 -1.416
H 5.406 1.249 -0.661
H 6.287 1.452 -2.072
H 8.432 -0.386 -1.266
H 9.420 1.164 -1.413
H 9.393 0.311 0.070
H 7.977 3.205 -1.521
H 6.640 3.301 -0.475
H 9.593 3.444 0.130
H 8.745 4.762 0.197
H 6.932 3.953 1.932
H 8.537 4.111 2.514
H 9.324 1.731 3.861
H 9.943 1.991 2.299
H 9.188 0.424 2.580
H 5.840 2.590 3.345
H 7.256 2.357 4.307
H 6.501 0.976 3.783
H 6.403 -0.183 2.017
C 0.404 4.728 4.031
C -0.311 4.079 5.205
C 0.621 3.835 6.481
C -1.496 4.976 5.750
C -2.716 4.938 4.902
C -3.155 3.433 4.662
C -2.099 2.585 3.929
C -2.549 0.988 4.011
C -1.974 2.860 2.442
N -0.786 2.726 4.700
O 0.262 1.854 4.307
H -0.056 4.695 3.043
H 0.590 5.781 4.242
H 1.397 4.366 3.762
H 1.310 4.632 6.761
H 0.042 3.549 7.359
H 1.299 3.018 6.237
H -1.619 4.712 6.800
H -1.090 5.986 5.699
H -3.562 5.493 5.308
H -2.519 5.366 3.920
H -4.022 3.420 4.001
H -3.533 2.955 5.566
H -3.449 0.672 3.482
H -2.706 0.735 5.059
H -1.695 0.357 3.765
H -2.654 2.220 1.879
H -1.093 2.505 1.907
H -2.281 3.873 2.183
H 0.568 1.415 5.104
C -4.296 9.120 1.377
C -4.047 8.631 -0.064
C -5.278 8.490 -1.009
C -3.120 9.733 -0.618
C -2.194 9.243 -1.827
C -1.463 7.899 -1.553
C -2.424 6.751 -1.147
C -3.088 6.256 -2.425
C -1.551 5.552 -0.534
N -3.348 7.291 -0.072
O -4.182 6.348 0.446
H -5.122 8.492 1.711
H -3.515 8.662 1.985
H -4.697 10.124 1.512
H -5.198 8.128 -2.034
H -5.857 7.683 -0.559
H -5.772 9.459 -1.065
H -3.657 10.545 -1.107
H -2.496 10.272 0.095
H -2.718 8.990 -2.749
H -1.586 10.102 -2.109
H -0.924 8.068 -0.621
H -0.626 7.600 -2.184
H -3.887 5.523 -2.308
H -2.236 5.897 -3.002
H -3.443 7.043 -3.090
H -0.948 5.894 0.308
H -0.844 5.135 -1.251
H -2.178 4.742 -0.162
H -3.620 5.902 1.083
C -4.378 -5.038 0.460
C -5.159 -6.230 1.074
C -6.549 -6.268 0.266
C -4.280 -7.521 0.796
C -4.745 -8.723 1.572
C -4.874 -8.413 3.090
C -5.811 -7.221 3.359
C -7.330 -7.595 3.221
C -5.485 -6.960 4.857
N -5.380 -6.060 2.595
O -6.044 -4.843 2.974
H -3.623 -4.733 1.184
H -4.008 -5.072 -0.565
H -5.055 -4.191 0.354
H -7.120 -5.360 0.461
H -6.359 -6.523 -0.776
H -7.168 -7.141 0.472
H -4.432 -7.876 -0.223
H -3.261 -7.224 1.045
H -5.697 -9.077 1.178
H -3.883 -9.382 1.468
H -3.899 -8.118 3.476
H -5.199 -9.341 3.560
H -7.410 -8.542 2.686
H -7.809 -6.745 2.734
H -7.820 -7.623 4.194
H -4.469 -6.566 4.864
H -5.628 -7.739 5.606
H -6.008 -6.096 5.268
H -6.928 -5.029 2.650
C 5.313 -7.272 -1.747
C 3.927 -7.936 -1.835
C 4.115 -9.170 -2.744
C 3.696 -8.469 -0.383
C 2.267 -8.889 -0.149
C 1.282 -7.713 -0.495
C 1.462 -7.172 -1.912
C 0.920 -8.352 -2.777
C 0.582 -5.883 -2.083
N 2.942 -6.960 -2.215
O 3.178 -6.207 -3.323
H 5.572 -6.690 -2.632
H 5.345 -6.662 -0.845
H 6.092 -8.023 -1.618
H 3.296 -9.703 -3.226
H 4.748 -8.845 -3.570
H 4.808 -9.828 -2.219
H 4.281 -9.369 -0.193
H 3.956 -7.656 0.295
H 2.153 -9.888 -0.569
H 2.196 -9.069 0.924
H 1.641 -6.916 0.156
H 0.223 -7.907 -0.326
H -0.112 -8.669 -2.631
H 1.497 -9.277 -2.799
H 0.879 -8.020 -3.814
H 0.273 -5.622 -3.096
H 1.161 -5.060 -1.664
H -0.307 -5.892 -1.453
H 3.787 -5.561 -2.959
C -1.632 -0.282 -5.446
C -0.690 -1.303 -6.027
C -1.208 -2.721 -5.807
C -0.615 -1.038 -7.534
C 0.246 0.182 -8.021
C 1.704 0.013 -7.641
C 1.790 -0.315 -6.023
C 3.193 -0.936 -5.792
C 1.638 1.027 -5.244
N 0.715 -1.219 -5.496
O 0.913 -1.689 -4.245
H -2.613 -0.202 -5.915
H -1.829 -0.438 -4.385
H -1.151 0.695 -5.407
H -2.264 -2.575 -6.038
H -0.824 -3.509 -6.455
H -1.345 -3.129 -4.806
H -0.060 -1.813 -8.063
H -1.632 -0.913 -7.906
H 0.272 0.437 -9.080
H -0.072 1.073 -7.480
H 2.356 0.885 -7.684
H 2.166 -0.749 -8.268
H 3.100 -1.864 -6.356
H 3.413 -1.105 -4.738
H 4.026 -0.327 -6.142
H 0.867 1.750 -5.511
H 2.671 1.367 -5.318
H 1.633 0.713 -4.200
H 1.035 -2.623 -4.435
C 2.211 -6.771 3.991
C 3.540 -6.015 4.385
C 4.848 -6.773 4.042
C 3.531 -4.774 3.503
C 2.687 -3.653 4.044
C 3.140 -3.285 5.479
C 3.073 -4.435 6.452
C 3.857 -4.097 7.739
C 1.582 -4.629 6.913
N 3.568 -5.686 5.809
O 3.856 -6.695 6.679
H 1.601 -7.142 4.814
H 1.770 -6.234 3.151
H 2.561 -7.740 3.633
H 4.995 -7.595 4.743
H 4.938 -7.095 3.004
H 5.581 -5.974 4.157
H 4.511 -4.444 3.160
H 3.130 -4.833 2.491
H 2.748 -2.802 3.366
H 1.650 -3.982 4.120
H 2.446 -2.486 5.740
H 4.117 -2.804 5.430
H 4.927 -4.194 7.556
H 3.599 -4.616 8.662
H 3.678 -3.029 7.859
H 1.281 -3.637 7.250
H 1.506 -5.490 7.578
H 1.046 -4.977 6.030
H 4.805 -6.785 6.566
C 2.795 5.113 0.706
C 3.169 6.526 0.120
C 3.464 6.372 -1.448
C 2.065 7.572 0.080
C 1.849 8.476 1.278
C 3.146 8.999 1.938
C 4.216 7.942 2.076
C 5.534 8.707 2.362
C 3.850 7.074 3.315
N 4.339 7.157 0.785
O 5.406 6.289 0.834
H 3.617 4.398 0.743
H 2.157 5.182 1.587
H 2.153 4.658 -0.049
H 4.072 7.227 -1.744
H 4.180 5.556 -1.549
H 2.544 6.134 -1.982
H 1.986 8.082 -0.880
H 1.248 6.855 -0.002
H 1.071 9.239 1.325
H 1.344 7.833 1.998
H 2.897 9.319 2.949
H 3.368 9.791 1.222
H 5.915 9.117 1.427
H 6.270 7.996 2.736
H 5.608 9.475 3.132
H 3.025 6.406 3.067
H 3.544 7.700 4.153
H 4.696 6.484 3.667
H 6.006 6.737 0.234
C -8.983 2.421 -6.022
C -7.748 1.615 -5.644
C -6.660 1.844 -6.746
C -7.309 2.159 -4.235
C -6.107 1.396 -3.753
C -6.477 -0.072 -3.588
C -7.202 -0.825 -4.713
C -6.169 -1.371 -5.651
C -7.988 -2.031 -4.174
N -8.059 0.210 -5.421
O -8.696 -0.343 -6.449
H -9.868 2.372 -5.388
H -8.808 3.492 -5.920
H -9.327 2.297 -7.049
H -5.637 1.544 -6.516
H -6.729 1.322 -7.700
H -6.646 2.875 -7.098
H -7.174 3.236 -4.144
H -8.203 2.060 -3.620
H -5.135 1.527 -4.230
H -5.785 1.678 -2.751
H -6.962 -0.112 -2.613
H -5.566 -0.647 -3.418
H -5.475 -2.069 -5.182
H -5.594 -0.661 -6.246
H -6.618 -1.934 -6.470
H -8.157 -2.862 -4.858
H -8.925 -1.762 -3.685
H -7.479 -2.521 -3.344
H -8.128 -1.057 -6.748

***

Record 5
17
Properties=species:S:1:pos:R:3 method="wB97M-V/def2-TZVPD" smiles=C[C@H]1OC[C@H]2C[C@H]21 total_charge=0
C 0.454 0.740 -1.776
C 0.346 -0.514 -0.913
O 1.482 -0.517 -0.048
C 1.096 -0.433 1.311
C -0.414 -0.329 1.374
C -1.275 0.680 0.661
C -0.894 -0.599 -0.020
H 1.326 0.673 -2.432
H 0.607 1.615 -1.136
H -0.441 0.904 -2.384
H 0.387 -1.404 -1.554
H 1.365 -1.369 1.820
H 1.659 0.375 1.788
H -0.880 -0.806 2.230
H -0.901 1.615 0.257
H -2.294 0.745 1.036
H -1.624 -1.376 -0.215

***

Record 6
89
Properties=species:S:1:pos:R:3 method="wB97M-V/def2-TZVPD" total_charge=-2
O -1.957 0.480 -2.684
C -1.430 0.228 -1.586
O -0.979 -0.912 -1.277
B -0.103 -0.627 -0.137
O -0.275 0.799 0.166
C -1.036 1.234 -0.687
O -1.230 2.429 -0.838
O 1.247 -0.937 -0.615
C 1.668 -1.819 0.131
O 2.844 -2.123 0.106
C 0.734 -2.106 1.178
O -0.350 -1.490 1.039
O 1.036 -2.468 2.330
O 4.022 0.611 4.682
C 3.264 0.959 3.785
O 2.202 1.518 3.991
B 1.448 1.440 2.745
O 2.288 0.598 1.915
C 3.381 0.443 2.471
O 4.219 -0.393 2.156
O 0.082 0.931 2.926
C -0.703 1.849 2.593
O -1.896 1.646 2.511
C -0.010 2.991 2.086
O 1.215 2.799 2.198
O -0.494 4.134 1.906
O -2.369 0.454 -5.526
H -2.458 0.535 -4.545
H -3.069 1.014 -5.915
O -0.270 -4.057 4.315
H -0.644 -4.490 3.585
H -0.636 -4.610 4.982
O 0.969 -1.085 -3.722
H 1.763 -1.188 -3.172
H 0.722 -0.171 -3.592
O 2.824 1.866 -0.562
H 2.636 1.446 0.255
H 2.772 2.770 -0.240
O 0.021 -4.178 -0.966
H -0.510 -3.808 -1.696
H -0.574 -4.780 -0.529
O 0.624 4.453 -0.962
H 0.520 5.064 -0.237
H 0.015 3.731 -0.671
O -1.341 -3.139 -2.939
H -2.210 -2.779 -3.051
H -0.711 -2.463 -3.302
O 5.478 -0.598 -0.205
H 4.875 -0.788 0.537
H 5.107 0.131 -0.687
O -4.673 0.645 -3.863
H -4.612 0.629 -2.915
H -5.565 0.478 -4.076
O -2.208 5.626 -2.391
H -2.290 5.085 -1.596
H -3.065 5.645 -2.854
O -2.923 4.593 0.256
H -3.451 4.039 -0.356
H -2.147 4.142 0.532
O -2.880 -3.112 0.501
H -2.082 -3.591 0.679
H -2.468 -2.257 0.608
O -4.251 -1.484 -1.418
H -3.636 -1.848 -0.808
H -4.284 -0.534 -1.149
O 3.384 -3.250 3.227
H 3.932 -3.162 2.445
H 2.545 -3.377 2.868
O -3.263 3.011 -3.139
H -2.548 2.589 -2.653
H -3.720 2.348 -3.590
O -0.299 4.128 -3.374
H -1.108 4.601 -3.207
H 0.198 4.338 -2.574
O 3.567 -1.663 -2.631
H 3.920 -0.789 -2.686
H 3.323 -1.788 -1.690
O 1.478 -1.405 4.741
H 2.176 -2.057 4.845
H 1.182 -1.689 3.876
O -3.049 -0.274 1.224
H -2.804 0.425 1.858
H -3.683 -0.890 1.743
O -1.472 -1.602 3.793
H -1.199 -1.413 2.896
H -0.961 -2.420 3.958
O 5.308 -3.223 1.197
H 4.805 -3.277 0.381
H 6.140 -2.792 1.074

***

Summary of energy relative to the best compared isomer or geometry (same formula, charge and spin) in kJ/mol
533.0, 303.2, 435.0, 1244.5, 85.8, 32.1
(order as listed above)
Summary of highest occupied orbital energy in hartree
-0.3576, -0.3384, -0.3849, -0.2756, -0.3466, -0.1915
(order as listed above)
Summary of maximum force in hartree/bohr
0.0995, 0.1192, 0.1762, 0.0877, 0.0067, 0.1748
(order as listed above)